[1]
This record from the OMol25 dataset describes a 6-piece molecular cluster, C27H41N5O4P overall at a distorted geometry. The level of theory is ωB97M-V/def2-TZVPD.

HOMO-LUMO gap: 6.61 eV
total charge: -1
strongest force on any atom: 8.61 eV Å⁻¹
E_LUMO: 0.084 Eh
DFT total energy: -53586.646 eV

Geometry (Å):
C1 2.0574 0.9179 1.2524
C2 3.2610 0.0825 0.4776
C3 3.9608 -1.0752 1.4039
O1 4.9794 -0.6730 2.2138
O2 3.6352 -2.5097 1.4160
C4 2.2434 -2.7652 1.8227
C5 1.3796 -3.0629 0.4495
C6 -0.2117 -2.6806 0.5475
C7 -0.4640 -1.3879 -0.4617
O3 -0.9825 -0.3226 0.4349
P1 -1.4945 -0.9204 2.0033
O4 -0.8689 -2.5541 1.8576
H1 1.2131 1.1024 0.4370
H2 1.6604 0.3736 2.2128
H3 2.4514 2.0039 1.5476
H4 4.1115 0.8919 0.2622
H5 2.9079 -0.3304 -0.5727
H6 1.7754 -1.9537 2.5253
H7 2.2320 -3.7888 2.4362
H8 1.5715 -4.2036 0.1560
H9 1.9248 -2.4412 -0.4117
H10 -0.7779 -3.5440 -0.0450
H11 -1.1529 -1.6567 -1.3695
H12 0.4882 -0.8850 -0.9281
H13 -1.7586 0.4957 2.2583
H14 -0.2548 -0.6479 2.7077
H15 -2.1551 -1.2311 3.2545
H16 -2.8000 -1.1820 1.3984
N1 -3.2025 -0.4568 -3.3272
C8 -4.3760 0.1770 -3.6434
C9 -4.9216 -0.4583 -4.7366
C10 -4.0495 -1.5161 -5.0883
C11 -2.9979 -1.4938 -4.1998
H17 -2.5848 -0.2000 -2.5682
H18 -4.7205 1.0244 -3.0661
H19 -5.8483 -0.1897 -5.2269
H20 -4.1754 -2.2189 -5.9018
H21 -2.1231 -2.1247 -4.1147
N2 0.2739 2.2965 -3.0413
C12 0.4474 3.4084 -2.2590
C13 1.6173 4.0229 -2.6461
C14 2.1657 3.2578 -3.7031
C15 1.3142 2.1995 -3.9285
H22 -0.5010 1.6493 -2.9751
H23 -0.2737 3.6656 -1.4947
H24 2.0305 4.9253 -2.2147
H25 3.0826 3.4578 -4.2423
H26 1.3601 1.3871 -4.6414
N3 -0.8258 -5.2558 6.0598
C16 0.0955 -4.6199 5.2690
C17 -0.4162 -3.3885 4.9253
C18 -1.6885 -3.2755 5.5352
C19 -1.9148 -4.4414 6.2318
H27 -0.7186 -6.1808 6.4553
H28 1.0331 -5.0974 5.0179
H29 0.0743 -2.6509 4.3036
H30 -2.3662 -2.4339 5.4733
H31 -2.7559 -4.7609 6.8326
N4 6.0601 5.0440 -4.2838
C20 6.2423 3.7187 -4.5821
C21 6.8688 3.1234 -3.5101
C22 7.0661 4.1235 -2.5284
C23 6.5548 5.2989 -3.0312
H32 5.6276 5.7268 -4.8923
H33 5.9128 3.3142 -5.5298
H34 7.1519 2.0810 -3.4421
H35 7.5306 3.9996 -1.5586
H36 6.5018 6.2925 -2.6066
N5 -6.2212 1.7744 3.1102
C24 -5.1815 2.0735 2.2687
C25 -4.8969 0.9486 1.5272
C26 -5.8007 -0.0627 1.9315
C27 -6.6088 0.4753 2.9080
H37 -6.6378 2.4125 3.7756
H38 -4.7333 3.0581 2.2708
H39 -4.1229 0.8658 0.7753
H40 -5.8565 -1.0744 1.5509
H41 -7.4235 0.0457 3.4755

Löwdin atomic charge list, values in e, 8 entries: atom 1 (C): -0.11, atom 2 (C): -0.15, atom 3 (C): -0.25, atom 4 (O): -0.06, atom 5 (O): -0.12, atom 6 (C): -0.17, atom 7 (C): -0.11, atom 8 (C): -0.32

***

[2]
This record from the OMol25 dataset describes one molecule with the formula C27H41N7O2 at a distorted geometry. The level of theory is ωB97M-V/def2-TZVPD.

HOMO-LUMO gap: 8.39 eV
total charge: 0
strongest force on any atom: 1.36 eV Å⁻¹
E_LUMO: 0.013 Eh
DFT total energy: -43190.262 eV
SMILES: CCC(C)(C)n1nnnc1[C@H](C(C)C)N(CCN1CCOCC1)Cc1cc2cccc(C)c2[nH]c1=O

Geometry (Å):
C1 4.9354 -2.8243 0.3839
C2 3.5469 -3.2502 0.8492
C3 2.9649 -2.3729 1.9742
C4 3.8711 -2.3945 3.2066
C5 1.5732 -2.8678 2.3763
N1 2.8699 -0.9940 1.5169
N2 3.6496 -0.0524 2.0568
N3 3.3927 1.0473 1.4884
N4 2.4567 0.8950 0.5654
C6 2.1166 -0.3772 0.5668
C7 1.0648 -0.9480 -0.3330
C8 1.3059 -0.3857 -1.7636
C9 2.6748 -0.8479 -2.2632
C10 0.2274 -0.8312 -2.7444
N5 -0.2269 -0.7424 0.2945
C11 -1.3036 -1.6557 -0.0429
C12 -2.0123 -2.1868 1.2158
N6 -2.8130 -1.1871 1.8997
C13 -3.0767 -1.5425 3.2827
C14 -3.8147 -0.3882 3.9615
O1 -5.0302 -0.1017 3.3149
C15 -4.7988 0.2130 1.9597
C16 -4.0754 -0.9155 1.2288
C17 -0.6459 0.6023 0.6433
C18 -0.8059 1.6107 -0.4747
C19 0.1086 2.5941 -0.6536
C20 -0.0040 3.5772 -1.6813
C21 0.9576 4.5748 -1.8822
C22 0.7898 5.4978 -2.8853
C23 -0.3367 5.4462 -3.7047
C24 -1.3069 4.4773 -3.5426
C25 -2.5155 4.4293 -4.4306
C26 -1.1332 3.5312 -2.5184
N7 -2.0482 2.5374 -2.2982
C27 -1.9759 1.5525 -1.3400
O2 -2.8795 0.7260 -1.2857
H1 5.6809 -3.0001 1.1539
H2 5.2188 -3.3936 -0.4982
H3 4.9538 -1.7684 0.1236
H4 3.5841 -4.2787 1.2128
H5 2.8678 -3.2298 -0.0051
H6 4.0249 -3.4220 3.5256
H7 4.8310 -1.9361 2.9937
H8 3.4100 -1.8382 4.0185
H9 1.6603 -3.8278 2.8789
H10 0.9253 -2.9865 1.5144
H11 1.1093 -2.1593 3.0594
H12 1.2026 -2.0337 -0.3944
H13 1.3132 0.7038 -1.7044
H14 3.4698 -0.4906 -1.6136
H15 2.7247 -1.9352 -2.3105
H16 2.8585 -0.4564 -3.2609
H17 -0.7525 -0.4751 -2.4450
H18 0.4448 -0.4324 -3.7334
H19 0.1946 -1.9172 -2.8156
H20 -0.8870 -2.5180 -0.5682
H21 -2.0433 -1.1879 -0.6972
H22 -2.6279 -3.0572 0.9229
H23 -1.2541 -2.5328 1.9214
H24 -3.6917 -2.4580 3.3583
H25 -2.1275 -1.7141 3.7961
H26 -3.1673 0.5025 3.9520
H27 -4.0665 -0.6439 4.9926
H28 -4.1943 1.1299 1.8890
H29 -5.7788 0.3919 1.5150
H30 -4.7183 -1.8144 1.2159
H31 -3.8814 -0.5971 0.2059
H32 0.0822 1.0133 1.3490
H33 -1.6013 0.4796 1.1587
H34 0.9804 2.6308 -0.0149
H35 1.8244 4.5991 -1.2398
H36 1.5276 6.2693 -3.0453
H37 -0.4543 6.1816 -4.4874
H38 -2.4792 5.2347 -5.1591
H39 -3.4306 4.5396 -3.8479
H40 -2.5639 3.4837 -4.9717
H41 -2.8718 2.4981 -2.8860

Löwdin atomic charge list, values in e, 8 entries: atom 1 (C): -0.08, atom 2 (C): -0.18, atom 3 (C): -0.50, atom 4 (C): -0.04, atom 5 (C): -0.02, atom 6 (N): 0.01, atom 7 (N): 0.05, atom 8 (N): -0.02

***

[3]
This record from the OMol25 dataset describes C27H41NP2Pt as an isolated structure at a distorted geometry. The level of theory is ωB97M-V/def2-TZVPD.

HOMO-LUMO gap (alpha / beta): 4.96 / 6.49 eV
<S²>: 2.040
total charge: 0
strongest force on any atom: 5.18 eV Å⁻¹
spin multiplicity: 3
E_LUMO (alpha / beta): -0.013 / -0.003 Eh
DFT total energy: -51968.067 eV

Geometry (Å):
P1 -0.3114 -1.8967 -3.2392
P2 0.4540 1.3840 -1.7431
C1 0.1674 -0.3472 -4.2077
C2 0.9666 0.7581 -3.4710
H1 -0.7357 0.0760 -4.6874
H2 0.8059 -0.6630 -5.0622
H3 2.0419 0.4855 -3.4101
H4 0.9375 1.6931 -4.0820
C3 -0.7876 2.6324 -2.3161
H5 -0.9768 3.3903 -1.5363
H6 -1.7309 2.1400 -2.5990
H7 -0.3792 3.1375 -3.2098
C4 2.0015 2.2932 -1.4339
H8 2.1492 3.0254 -2.2485
H9 2.8522 1.5954 -1.4429
H10 1.9632 2.8153 -0.4672
C5 -1.7411 -2.8812 -4.0030
H11 -1.6568 -3.9308 -3.6866
H12 -1.7217 -2.8790 -5.0967
H13 -2.7390 -2.5444 -3.6940
C6 0.6962 -2.9810 -4.6647
H14 1.7240 -2.6060 -4.7574
H15 0.2336 -2.9085 -5.6589
H16 0.7372 -4.0477 -4.3816
Pt1 1.7850 1.2287 1.4344
C7 -0.6285 -0.1261 -1.2072
C8 -1.4740 -1.0561 -2.0413
C9 -2.1060 -2.0840 -1.0464
C10 -1.1902 -3.2925 -0.7231
C11 -0.0797 -3.4680 -1.7411
C12 1.0003 -2.5802 -2.1546
C13 1.5545 -1.4973 -1.1695
C14 0.4289 -0.8509 -0.3589
C15 2.0648 -0.6652 2.0741
H17 -1.2928 0.3749 -0.4802
H18 -2.2598 -0.5524 -2.6530
H19 -3.0617 -2.4147 -1.4664
H20 -2.3367 -1.6570 -0.0554
H21 -0.7609 -3.1244 0.2893
H22 -1.8085 -4.2366 -0.6050
H23 0.1096 -4.5017 -2.0067
H24 1.8511 -3.0232 -2.6831
H25 2.1515 -0.7530 -1.7453
H26 2.2686 -1.9439 -0.4491
H27 -0.0034 -1.6160 0.2906
H28 0.7952 -0.0779 0.4003
H29 2.6132 -0.4566 3.0102
H30 2.6239 -1.2862 1.3769
H31 1.0161 -1.0029 2.2631
C16 -0.6243 5.4208 2.9253
C17 0.0791 4.8724 1.8480
C18 0.4173 3.5172 1.8967
C19 0.1141 2.7468 3.0313
C20 -0.6662 3.2851 4.0732
C21 -1.0179 4.6241 4.0064
N1 0.6526 1.4358 3.1000
C22 0.1791 0.4749 4.0429
C23 1.0150 -0.3880 4.8296
C24 0.4446 -1.2953 5.7123
C25 -0.9316 -1.2216 5.9995
C26 -1.7573 -0.3566 5.2627
C27 -1.2402 0.4020 4.2223
H32 -0.8383 6.4961 2.9303
H33 0.3906 5.5012 1.0027
H34 0.9408 3.0323 1.0279
H35 -0.9739 2.6422 4.8967
H36 -1.5620 5.0480 4.8293
H37 2.1115 -0.3542 4.7267
H38 1.0978 -2.0027 6.2371
H39 -1.3389 -1.7545 6.8533
H40 -2.8113 -0.2242 5.5162
H41 -1.8911 1.0206 3.5763

Löwdin atomic charge list, values in e, 8 entries: atom 1 (P): 0.82, atom 2 (P): 0.94, atom 3 (C): -0.27, atom 4 (C): -0.32, atom 5 (H): 0.09, atom 6 (H): 0.08, atom 7 (H): 0.08, atom 8 (H): 0.08